Record 1
Here is a gas-phase ion, C2H7N4 (charge +1) in a non-equilibrium geometry from the OMol25 dataset. Energies are from wB97M-V/def2-TZVPD.

total charge = +1
DFT total energy = -299.11444 Eh
F_max = 6.45 eV Å⁻¹
ΔE to the lowest compared entry with this formula, charge and spin = 282.5 kJ/mol
HOMO = -13.3 eV
orbital gap = 10.06 eV
LUMO energy = -3.2 eV
structure (SMILES) = NN/C=N\C=[NH2+]

Structure (XYZ):
```
13
Properties=species:S:1:pos:R:3:lowdin_charge:R:1
N 0.762 -0.248 -0.627 0.135
N 2.679 0.455 0.442 0.167
N -2.864 0.223 0.169 0.054
N -1.494 -0.249 0.188 -0.009
C 1.994 -0.395 -0.236 -0.194
C -0.465 0.107 -0.619 -0.125
H 2.582 -1.238 -0.614 0.159
H -0.934 0.673 -1.474 0.168
H -1.452 -0.599 1.109 0.136
H 2.332 1.321 0.815 0.133
H -3.388 -0.241 0.812 0.040
H 3.630 0.139 0.821 0.180
H -3.383 0.051 -0.788 0.157
```

Record 2
Here is a molecular structure, C4H10Ag3FO2 in a non-equilibrium geometry from the OMol25 dataset. Energies are from wB97M-V/def2-TZVPD.

total charge = +1
multiplicity = 2
DFT total energy = -849.24840 Eh
F_max = 2.10 eV Å⁻¹
HOMO (spin up / spin down) = -9.5 / -13.2 eV
orbital gap (spin up / spin down) = 4.68 / 8.16 eV
LUMO energy (spin up / spin down) = -4.8 / -5.1 eV

Structure (XYZ):
```
20
Properties=species:S:1:pos:R:3:lowdin_charge:R:1
Ag 24.629 -23.987 19.364 0.482
Ag 23.536 -26.172 22.204 0.571
Ag 27.370 -25.811 20.709 0.709
F 24.956 -26.282 20.132 -0.762
O 30.351 -26.165 20.836 -0.248
O 28.111 -26.567 18.722 -0.343
C 31.574 -26.906 21.078 -0.067
C 30.203 -25.383 19.610 -0.177
C 27.465 -27.646 18.003 -0.073
C 29.528 -26.167 18.381 -0.090
H 31.999 -27.442 20.229 0.090
H 29.461 -25.512 17.512 0.123
H 32.268 -26.203 21.539 0.091
H 26.915 -27.337 17.115 0.093
H 31.183 -24.990 19.339 0.123
H 29.692 -24.438 19.793 0.104
H 28.138 -28.468 17.760 0.092
H 30.171 -27.029 18.201 0.119
H 26.793 -28.077 18.745 0.077
H 31.323 -27.654 21.829 0.089
```

Record 3
Here is a single C3H5NO2 molecule from the OMol25 dataset. Energies are from wB97M-V/def2-TZVPD.

DFT total energy = -322.53842 Eh
F_max = 0.73 eV Å⁻¹
ΔE to the lowest compared entry with this formula, charge and spin = 94.3 kJ/mol
HOMO = -10.7 eV
orbital gap = 11.60 eV
LUMO energy = 0.9 eV
structure (SMILES) = [H]/N=C(/C)OC=O

Structure (XYZ):
```
11
Properties=species:S:1:pos:R:3:lowdin_charge:R:1
O 1.128 0.084 -1.948 0.097
O 1.071 0.030 0.318 0.016
N -0.608 1.652 -0.015 0.193
C -0.266 0.486 0.306 -0.456
C 1.572 -0.285 -0.900 -0.326
C -1.203 -0.602 0.731 -0.007
H 2.422 -0.964 -0.779 0.146
H -1.346 -0.572 1.814 0.089
H -2.172 -0.471 0.252 0.087
H -0.797 -1.585 0.479 0.085
H 0.198 2.227 -0.259 0.077
```

Q: What is the F_max in the second record?
A: 2.10 eV Å⁻¹

Q: Among the records above, which one has the highest DFT total energy?
A: C2H7N4